Record 1
Here is a 2-piece molecular cluster, C4H12O2 overall from the OMol25 dataset. Energies are from ωB97M-V/def2-TZVPD.

Atoms and positions in Å:
C  0.9703  1.9910  0.4749
C  0.6946  0.4952  0.7087
O  -0.6486  0.1397  0.8125
C  -0.8836  -1.2820  0.6718
C  -2.3019  -1.4809  0.1771
H  0.7824  2.1746  -0.5963
H  2.0370  2.1800  0.6824
H  0.3661  2.7006  1.0648
H  1.2011  -0.0379  -0.1188
H  1.2087  0.2214  1.6500
H  -0.2146  -1.8040  -0.0391
H  -0.7951  -1.7894  1.6517
H  -2.6170  -2.5253  0.0140
H  -2.3158  -0.9539  -0.7918
H  -3.0273  -0.9958  0.8518
O  1.9458  0.0658  -2.6971
H  2.5234  0.4053  -1.9764
H  1.0746  0.4956  -2.5401

Computed properties:
Structure (SMILES): CCOCC.O
Calculated total energy in eV: -8436.82841
Lowest unoccupied orbital energy in Ha: 0.0310
Energy relative to the best compared isomer or geometry (same formula, charge and spin) in eV: 0.6856

Results of the Mulliken charge analysis, in e, for atoms 1 through 8: atom 1 (C): -1.01, atom 2 (C): -0.04, atom 3 (O): -0.33, atom 4 (C): -0.19, atom 5 (C): -1.13, atom 6 (H): 0.19, atom 7 (H): 0.33, atom 8 (H): 0.34

Record 2
Here is a 2-piece molecular cluster, C4H12O2S overall from the OMol25 dataset. Energies are from ωB97M-V/def2-TZVPD.

Atoms and positions in Å:
O  -1.0514  1.1474  2.6171
C  0.1538  0.3986  2.4396
C  0.8857  0.8711  1.1596
C  0.6089  -0.0506  -0.0355
C  0.9240  0.7506  -1.3176
S  0.3270  -0.1133  -2.8151
H  -1.7268  0.7540  2.0624
H  0.7780  0.3931  3.3331
H  -0.1036  -0.6638  2.3330
H  1.9589  0.8689  1.3409
H  0.5351  1.8872  1.0062
H  -0.4361  -0.3631  -0.0813
H  1.1128  -1.0068  0.1099
H  0.3559  1.6670  -1.2302
H  2.0024  0.7731  -1.4133
H  -0.9166  -0.4226  -2.4104
O  -1.3886  -2.4127  0.5751
H  -1.8000  -3.2733  0.7403
H  -1.9577  -1.6883  0.8411

Computed properties:
Structure (SMILES): OCCCCS.O
Calculated total energy in eV: -19272.06250
Lowest unoccupied orbital energy in Ha: 0.0116
Energy relative to the best compared isomer or geometry (same formula, charge and spin) in eV: 0.6435

Results of the Mulliken charge analysis, in e, for atoms 1 through 8: atom 1 (O): -0.55, atom 2 (C): -0.56, atom 3 (C): -0.49, atom 4 (C): -0.28, atom 5 (C): -0.67, atom 6 (S): -0.23, atom 7 (H): 0.31, atom 8 (H): 0.36

Record 3
Here is a 2-piece molecular cluster, C4H12O2S2 overall from the OMol25 dataset. Energies are from ωB97M-V/def2-TZVPD.

Atoms and positions in Å:
C  0.7044  0.6297  0.9493
C  0.6399  1.0949  -0.3800
O  1.2991  2.4551  -0.2253
C  -0.5900  0.9763  1.7601
S  -0.9758  -0.6444  2.6404
S  -2.9734  -1.0408  2.8838
C  -3.4076  -1.4551  1.1011
H  0.9950  -0.4446  1.0142
H  1.6902  1.1833  1.5262
H  1.1711  0.6372  -1.2766
H  -0.4070  1.3770  -0.7031
H  1.4902  2.8755  -1.1376
H  -1.5256  1.2279  1.2022
H  -0.4563  1.7699  2.5337
H  -3.3738  -0.5705  0.5361
H  -2.6670  -2.1593  0.6238
H  -4.4152  -1.8143  0.9658
H  4.8958  -2.4120  -4.7944
H  3.5377  -2.0308  -4.4474
O  4.3684  -1.6549  -4.7722

Computed properties:
Total charge: -1
Calculated total energy in eV: -30105.21496
Lowest unoccupied orbital energy (spin up / spin down) in Ha: 0.0869 / 0.0839
Multiplicity: 2
<S²>: 0.75

Results of the Mulliken charge analysis, in e, for atoms 1 through 8: atom 1 (C): -0.46, atom 2 (C): -0.36, atom 3 (O): -0.50, atom 4 (C): -0.63, atom 5 (S): -0.64, atom 6 (S): 0.00, atom 7 (C): -1.11, atom 8 (H): 0.25

Record 4
Here is a 2-piece molecular cluster, C4H12O2S2 overall from the OMol25 dataset. Energies are from ωB97M-V/def2-TZVPD.

Atoms and positions in Å:
C  -0.3072  2.7037  0.0490
S  -0.1830  1.8297  1.6562
S  -1.5298  0.3016  1.3581
C  -0.6530  -1.3111  1.4450
C  0.7271  -1.5834  0.7928
C  1.0886  -0.7906  -0.4838
O  2.3217  -0.1012  -0.1428
H  -1.3010  2.5973  -0.3794
H  -0.0698  3.7349  0.3185
H  0.4061  2.4144  -0.7175
H  -0.5730  -1.4192  2.5270
H  -1.4101  -1.9674  1.0222
H  0.6893  -2.6605  0.5831
H  1.5229  -1.5063  1.5298
H  1.4736  -1.5562  -1.1707
H  0.1997  -0.3190  -0.8579
H  2.1556  0.8289  -0.2330
O  -1.5948  -0.2197  -2.8455
H  -2.0773  -0.8727  -2.2772
H  -0.8856  -0.1032  -2.1738

Computed properties:
Structure (SMILES): CSSCCCO.O
Calculated total energy in eV: -30106.94473
Lowest unoccupied orbital energy in Ha: 0.0166
Energy relative to the best compared isomer or geometry (same formula, charge and spin) in eV: 0.8565

Results of the Mulliken charge analysis, in e, for atoms 1 through 8: atom 1 (C): -0.80, atom 2 (S): -0.05, atom 3 (S): -0.10, atom 4 (C): -0.69, atom 5 (C): -0.57, atom 6 (C): 0.52, atom 7 (O): -0.54, atom 8 (H): 0.31

Record 5
Here is a 3-piece molecular cluster, C4H12O3 overall from the OMol25 dataset. Energies are from ωB97M-V/def2-TZVPD.

Atoms and positions in Å:
C  -2.4351  -0.4230  -0.9804
C  -0.9822  0.2340  -1.0005
C  -0.5062  0.3408  0.4828
C  0.5180  1.4629  0.7472
O  0.4076  2.2224  1.7119
H  -2.6671  -0.6840  -2.0212
H  -2.3420  -1.3846  -0.4023
H  -3.2975  0.1600  -0.5475
H  -0.5112  -0.2435  -1.8469
H  -1.0854  1.3706  -1.2574
H  -1.3630  0.5461  1.1330
H  0.1927  -0.4648  0.8839
H  1.2650  1.7082  -0.1115
O  -0.0754  -3.5282  2.0770
H  0.2314  -3.4524  1.2010
H  0.5182  -4.1760  2.5003
O  2.6033  0.6720  -2.4742
H  3.4191  1.1119  -2.1293
H  2.5891  0.8906  -3.4144

Computed properties:
Structure (SMILES): CCCC=O.O.O
Calculated total energy in eV: -10483.64030
Lowest unoccupied orbital energy in Ha: 0.0213
Energy relative to the best compared isomer or geometry (same formula, charge and spin) in eV: 1.4987

Results of the Mulliken charge analysis, in e, for atoms 1 through 8: atom 1 (C): -1.13, atom 2 (C): -0.30, atom 3 (C): -0.21, atom 4 (C): 0.00, atom 5 (O): -0.51, atom 6 (H): 0.36, atom 7 (H): 0.27, atom 8 (H): 0.31

Record 6
Here is a 3-piece molecular cluster, C4H12O3 overall from the OMol25 dataset. Energies are from ωB97M-V/def2-TZVPD.

Atoms and positions in Å:
C  1.1366  0.8260  -1.5143
C  0.0637  0.6755  -0.4370
C  -0.0699  -0.8309  -0.0140
C  -0.6077  -1.6188  -1.1919
O  -1.5217  -2.3940  -1.1212
H  1.3922  1.8148  -1.8954
H  2.0392  0.2329  -1.3564
H  0.7483  0.4116  -2.4677
H  0.5618  1.1695  0.4008
H  -0.9027  0.9823  -0.8237
H  0.7653  -1.0764  0.6343
H  -0.9107  -0.9051  0.6887
H  0.0377  -1.7432  -2.0848
O  -0.8156  -3.6021  3.0493
H  -1.4706  -4.2984  3.0034
H  -0.6528  -3.4298  3.9786
O  -0.2875  4.6773  0.5255
H  -0.0199  4.5869  -0.4045
H  0.5143  4.5219  1.0303

Computed properties:
Structure (SMILES): CCCC=O.O.O
Calculated total energy in eV: -10483.68540
Lowest unoccupied orbital energy in Ha: 0.0242
Energy relative to the best compared isomer or geometry (same formula, charge and spin) in eV: 1.4536

Results of the Mulliken charge analysis, in e, for atoms 1 through 8: atom 1 (C): -1.19, atom 2 (C): -0.26, atom 3 (C): -0.48, atom 4 (C): -0.10, atom 5 (O): -0.45, atom 6 (H): 0.33, atom 7 (H): 0.33, atom 8 (H): 0.29

- The highest calculated total energy belongs to which entry?
  C4H12O2

- Among the records above, which one has the lowest calculated total energy?
  number 4